The following is a DFT calculation (ωB97M-V with the def2-TZVPD basis set) of a cluster of 19 separate species, H38O19 in total at a distorted geometry.

XYZ file:
```
57
Properties=species:S:1:pos:R:3:forces:R:3:mulliken_charge:R:1
H -2.81998 -2.60784 1.89295 0.4 -0.2 -0.1 0.21
H 4.35420 0.43998 -0.87388 -0.1 0.0 -0.1 0.27
H 4.60397 -0.46826 2.25116 0.3 0.6 0.3 0.29
O -0.92470 1.56191 0.55507 -3.1 -1.6 1.5 -0.16
O 4.11065 -0.12671 -0.13393 0.6 1.1 1.6 -0.57
H 0.73428 1.17576 2.53937 0.1 0.2 0.3 0.36
H 0.38493 -1.99958 -3.83100 -0.9 -0.9 0.5 0.25
H -0.53570 2.50984 2.77429 -0.2 0.1 0.1 0.23
H -2.87365 -0.29347 -0.99518 -0.1 -0.3 -0.1 0.24
H 4.32859 0.35796 0.71886 -0.7 -0.6 -1.7 0.24
H 3.45715 -0.86377 2.95071 -0.7 0.4 0.5 0.32
O 0.03218 -1.34469 -3.23614 1.2 2.4 -0.1 -0.53
O 0.93069 -0.94379 0.73973 -0.1 -0.3 -0.6 -0.26
H -0.70662 3.27464 4.07393 0.1 0.1 0.0 0.32
H 4.13780 -1.90933 0.04392 0.7 -0.4 0.3 0.42
H 0.85523 0.74545 4.04411 -0.1 0.3 -0.5 0.24
O 3.90767 -0.02588 2.77210 0.7 -1.2 -0.6 -0.61
O 3.70895 -2.68847 0.45244 -1.4 1.3 -0.8 -0.66
O -2.17601 -2.66969 1.17017 -1.2 1.0 0.1 -0.50
H -3.15744 0.87924 -3.49543 -0.6 -0.3 0.3 0.29
O -0.37357 -4.21635 0.88227 1.2 -1.0 -0.2 -0.61
H -0.10611 1.07976 0.66531 0.8 1.0 -0.8 -0.04
O -2.45809 0.35577 3.96478 1.4 0.6 0.3 -0.57
H -1.17961 2.46994 0.46644 1.2 0.4 -0.2 0.34
H -3.09461 -0.34955 4.07816 -0.7 0.7 -0.5 0.28
H -1.67384 -4.06012 -2.79930 0.4 0.0 -0.2 0.30
H -2.71607 1.19779 3.55550 -0.8 -1.2 0.1 0.29
H -2.91575 -3.30789 -2.97484 -0.2 0.4 -0.3 0.32
O -3.39677 -0.79332 -0.34966 -0.1 0.6 -0.4 -0.65
O 3.20735 -0.06837 -2.67532 0.4 0.7 -0.4 -0.59
H 0.07476 -3.58656 1.45100 -0.1 0.0 0.1 0.30
O -3.38780 -0.05631 -3.33842 1.0 0.9 -0.5 -0.61
O -2.01313 -3.32062 -3.31903 -0.4 -0.4 0.6 -0.61
H 1.73403 1.27768 -0.91169 -1.3 0.7 -0.7 0.31
H 2.92537 -0.97969 -2.56250 -0.4 0.2 -0.4 0.28
O -0.06143 3.10258 3.37794 -0.4 0.0 -0.2 -0.59
H 0.05882 -1.35778 0.83341 0.2 0.1 0.5 0.16
H 1.39104 -0.96132 1.58730 -0.4 0.1 0.2 0.13
H -4.18110 3.00074 -1.26802 0.1 -0.1 0.1 0.28
H -3.97090 -0.09005 -0.02295 0.0 -0.1 0.2 0.29
H -2.89107 2.32428 -1.70308 0.0 0.0 0.3 0.27
H -0.64807 -1.50421 -2.58876 -0.2 -1.4 -0.5 0.28
O 0.42647 3.24773 -2.25728 -0.7 0.9 -0.9 -0.69
H 0.13018 3.16927 -1.34734 0.4 -0.2 0.2 0.39
H 0.94490 0.13029 -1.03786 -0.8 -0.3 -0.3 -0.04
H 2.80929 -2.31017 0.25316 0.6 -1.1 0.6 0.23
H 1.47092 4.03336 0.42782 0.3 -0.2 -0.1 0.23
H -2.66688 -0.43008 -3.86722 -0.1 -0.7 0.1 0.31
O -3.50102 2.38867 -0.95583 -0.1 0.2 -0.3 -0.57
O 0.79940 1.07596 -1.19500 2.6 -1.6 0.4 -0.26
H 0.09615 2.43086 -2.64889 0.4 0.0 0.1 0.30
H -0.36676 -3.78319 0.02674 -0.1 0.0 -0.1 0.28
O 1.27106 3.08656 0.38660 0.2 1.1 0.4 -0.52
H 0.73827 2.96735 1.17680 0.1 0.0 0.2 0.28
O 1.03826 0.49253 3.13074 0.3 -1.0 0.3 -0.60
H -2.58547 -2.04779 0.53243 0.1 0.0 0.2 0.43
H 2.71960 0.38896 -3.38663 0.0 -0.9 0.6 0.28
```
Positions in Å, forces in eV/Å.

Computed properties:
LUMO ... -0.22 eV
2S+1 ... 1

---

The following is a DFT calculation (ωB97M-V with the def2-TZVPD basis set) of a structure of composition C3H2INS at a distorted geometry.

XYZ file:
```
8
Properties=species:S:1:pos:R:3:forces:R:3:mulliken_charge:R:1
H -0.31365 -0.85279 1.60362 -0.6 0.5 1.4 0.38
I 3.00255 1.37764 0.63012 -0.1 0.0 0.0 0.01
C -0.52808 -0.26053 0.74606 1.0 -1.9 -1.9 -0.23
C 0.02671 -0.82668 -0.46999 -0.9 1.8 0.1 -0.35
H 0.58085 -1.66440 -0.73645 0.9 -1.6 0.4 0.39
S -1.19783 1.40162 -0.91483 0.2 -1.0 -1.1 0.10
C -0.33362 0.02099 -1.43131 -0.1 1.4 -1.6 0.16
N -1.23693 0.80415 0.57278 -0.3 0.9 2.7 -0.46
```
Positions in Å, forces in eV/Å.

Computed properties:
LUMO (alpha / beta) ... -1.46 / -3.26 eV
2S+1 ... 1

---

The following is a DFT calculation (ωB97M-V with the def2-TZVPD basis set) of a cluster of 2 separate species, C3H12N2O2 in total at a distorted geometry.

XYZ file:
```
19
Properties=species:S:1:pos:R:3:forces:R:3:mulliken_charge:R:1
O -1.49396 -1.50876 0.07983 0.1 0.5 -0.6 -0.63
H -0.37584 3.86230 -0.16002 -0.3 -0.1 -0.1 0.22
O 0.33507 -3.60048 -0.25078 0.3 0.0 -0.3 -0.69
H -0.94000 2.50820 0.67491 -0.5 0.6 -0.2 0.19
C 0.91594 2.23472 -0.00555 0.2 0.2 -0.6 -0.13
H 1.06313 -0.18252 -1.03975 0.2 -0.1 0.0 0.26
H -0.19740 -3.06471 0.35201 0.5 0.1 0.2 0.39
N 0.51524 -0.24895 -0.19422 -0.2 -0.1 -0.6 -0.21
C 0.89786 0.83877 0.68230 -0.6 1.5 -0.4 -1.01
H -1.44686 0.47212 -0.13062 -0.2 0.4 -0.3 0.10
N -0.15749 3.11642 0.48016 0.6 -0.9 0.6 -0.61
H 1.87500 2.72050 0.15563 0.1 0.1 0.1 0.33
H -1.02569 -0.48816 -1.62384 0.1 0.5 -0.1 0.37
H 1.87313 0.63996 1.09824 0.1 -0.2 0.3 0.33
H 0.82908 2.08412 -1.09086 0.1 -0.1 0.0 0.25
H -1.35722 -2.22551 -0.55127 -0.3 -0.1 0.0 0.34
C -0.88318 -0.34723 -0.55368 0.0 -1.3 1.2 -0.31
H 1.03768 -3.00495 -0.56414 -0.4 -0.2 0.4 0.33
H 0.15471 1.00774 1.46698 0.2 -0.8 0.3 0.48
```
Positions in Å, forces in eV/Å.

Computed properties:
LUMO ... 0.77 eV
2S+1 ... 1

---

The following is a DFT calculation (ωB97M-V with the def2-TZVPD basis set) of a cluster of 4 separate species, C4H15NO3 in total at a distorted geometry.

XYZ file:
```
23
Properties=species:S:1:pos:R:3:forces:R:3:mulliken_charge:R:1
H -1.09879 -0.17092 -1.72091 0.7 -0.6 -0.1 0.28
H -1.68186 -2.05096 2.40488 0.2 0.2 -0.1 0.31
H 2.11317 0.94513 -0.00437 -0.4 -0.3 -0.5 0.28
O -0.84418 -1.69393 2.07929 -0.2 -0.5 -0.8 -0.62
C 1.44920 0.17193 0.40578 0.3 1.2 2.8 -1.09
H -1.31210 0.78194 0.97196 -0.7 0.5 -0.4 0.27
H -0.51032 0.25665 2.96599 -0.2 -0.1 0.7 0.26
H 0.58888 -2.26067 -1.98787 -1.6 0.2 -0.3 0.29
H 1.09330 1.35398 -2.86904 0.5 -0.3 0.0 0.30
H 1.86092 -2.20867 -0.91271 1.2 0.2 0.5 0.30
C 0.58687 -0.58343 -0.51118 -2.0 -1.8 -2.2 0.63
O -1.10015 1.00411 2.83209 -0.3 0.6 -0.4 -0.64
H -0.59874 1.92602 -0.17300 0.0 -0.9 0.0 0.27
H -1.37172 1.49315 3.60795 0.5 -0.4 0.5 0.28
H 2.09533 -0.48271 0.97160 0.5 -0.6 -0.3 0.38
C -1.26838 1.01943 -0.08569 0.9 0.9 -0.4 -0.76
H -2.18508 1.46108 -0.53204 0.1 -1.1 0.4 0.34
N -0.77552 -0.20822 -0.76233 -0.4 2.4 0.4 -0.24
O 1.34474 0.94779 -3.71527 -0.9 0.6 0.3 -0.63
C 0.94503 -1.72202 -1.13876 1.6 0.4 0.7 -0.98
H 0.96466 0.68806 1.29643 -0.1 -0.5 -1.4 0.16
H 0.56754 1.20682 -4.23155 0.3 -0.2 -0.3 0.32
H -0.86280 -1.87457 1.10876 0.1 0.3 0.9 0.32
```
Positions in Å, forces in eV/Å.

Computed properties:
LUMO ... 0.61 eV
2S+1 ... 1

---

The following is a DFT calculation (ωB97M-V with the def2-TZVPD basis set) of a structure of composition C17H25HfN4O9P2 at a distorted geometry.

XYZ file:
```
58
Properties=species:S:1:pos:R:3:forces:R:3:mulliken_charge:R:1
H -4.63016 -1.27722 -0.08429 -0.3 0.1 -0.2 0.41
O -1.84538 -1.67626 4.22508 1.9 2.6 -2.9 -0.36
N 1.28453 1.20864 7.07017 1.3 0.2 4.3 0.93
H -1.54337 1.78604 -4.35673 0.4 -0.1 0.3 0.52
H 3.86663 -0.04490 1.35219 0.4 -0.2 0.2 0.37
O -1.34574 -1.18993 2.09410 0.0 0.6 2.5 -0.67
H -1.65423 -3.14778 -4.82751 -0.6 -1.0 -0.1 0.29
H 1.53922 -2.44850 0.20656 0.6 -0.1 -0.5 0.37
C -2.62621 1.15356 -2.09411 1.3 2.0 1.9 -1.36
H 2.32667 2.62425 5.06045 0.0 -0.1 0.2 0.65
C 4.19790 -0.85479 0.69352 -0.4 0.5 -0.1 -1.15
H 4.93952 -0.08403 -1.95511 0.0 0.2 -0.4 0.45
C 1.06018 2.02107 3.44904 -0.7 -1.1 0.2 -0.36
H 2.99729 1.47132 -0.86587 -0.3 -0.4 -0.1 0.74
O 1.23709 3.28917 1.46494 0.6 -1.3 2.0 -0.50
C 0.88085 1.13333 5.68659 -1.0 -0.4 -1.6 -0.68
C -1.12232 1.15310 -2.36305 0.0 0.0 -0.4 0.72
H -1.72234 -4.54080 -4.24373 1.3 -1.8 1.3 0.31
H -5.17246 2.17351 -0.16910 0.2 0.0 0.0 0.47
C 0.02808 1.16920 3.04092 0.7 -0.1 -0.5 0.98
H -4.11719 2.14748 1.27049 -0.2 0.2 -0.2 0.42
O 1.56604 -1.65035 -0.34375 -5.1 2.0 2.0 -0.55
O 3.06536 2.71094 2.54859 -3.1 -0.3 0.0 -0.49
H -4.36284 -0.98223 -1.82141 -0.1 0.0 0.2 0.46
O -0.32400 1.23396 1.74661 -1.0 -0.6 -0.1 -0.48
C 2.21231 0.70394 -0.70206 -0.4 1.2 -0.1 -0.27
O 0.74816 0.44370 7.89930 0.7 1.3 -2.5 -0.51
C 1.50789 1.97958 4.75874 -0.1 0.1 0.3 -0.19
N -0.20114 0.78319 -1.41925 -0.2 0.3 -0.1 0.14
Hf -1.11357 0.02254 0.48970 4.2 -0.9 -0.1 1.41
H 5.18461 -0.63719 0.27664 0.0 0.0 0.4 0.39
H 4.55695 -1.72567 -2.49986 -0.4 0.4 0.2 0.40
C 1.13041 0.91838 -1.74161 0.4 0.1 0.4 0.60
H -0.55101 -0.46981 5.99944 0.2 0.0 0.1 0.66
O 2.15938 2.04449 7.38617 -1.9 -1.6 -1.5 -0.51
H 3.07002 -2.31886 -0.93588 1.9 -0.7 -0.4 -0.09
C 0.58278 1.61846 -3.98384 0.4 -0.1 -0.1 -0.86
H -5.56024 -0.00037 -0.91939 0.2 0.0 0.0 0.44
H 0.89973 1.90129 -4.99052 -0.2 0.0 0.3 0.49
C 4.11599 -0.75361 -2.22793 0.2 0.8 -0.1 -1.28
H 1.83945 0.92603 0.30542 0.0 -0.2 -0.2 -0.87
H 4.20373 -1.83601 1.17915 0.0 0.4 0.0 0.36
N 1.81522 2.72939 2.41279 2.5 1.8 -1.5 0.98
H 3.58436 -0.34336 -3.09760 0.3 -0.2 0.2 0.38
H -3.09421 0.52469 -2.75217 -1.1 -1.6 -1.9 0.72
C 1.52030 1.33192 -3.00266 0.3 0.0 -0.2 -0.75
P 3.07756 -0.91603 -0.71344 1.5 -3.3 -1.2 0.91
H 2.58991 1.42647 -3.21225 -0.5 0.1 0.1 0.64
H -3.61730 3.06689 -0.17247 -0.1 -0.1 0.1 0.43
P -3.30567 0.68820 -0.42718 -2.2 1.0 -1.8 0.51
O -2.20547 -3.96186 -4.77234 -0.7 2.8 -1.1 -0.60
C -4.58993 -0.50448 -0.86128 0.0 -0.9 0.4 -1.28
H -3.02420 2.17269 -2.28139 0.3 -0.5 0.0 0.54
C -4.13274 2.16403 0.17292 0.1 0.5 0.8 -1.34
N -1.27185 -0.90704 3.45948 -1.9 -2.8 1.4 0.88
C -0.10302 0.21517 5.28651 0.6 0.4 0.5 -0.36
C -0.75036 1.54084 -3.63830 -0.9 0.1 -0.1 -0.72
C -0.48446 0.17252 3.93234 0.6 0.9 -0.6 0.26
```
Positions in Å, forces in eV/Å.

Computed properties:
LUMO (alpha / beta) ... -12.42 / -12.42 eV
Net charge ... +3
2S+1 ... 1

---

The following is a DFT calculation (ωB97M-V with the def2-TZVPD basis set) of an isolated molecule of C4H4N2O.

XYZ file:
```
11
Properties=species:S:1:pos:R:3:forces:R:3:mulliken_charge:R:1
H 1.54467 -1.73580 -1.02948 0.1 0.2 0.0 0.35
H -1.30235 1.18098 -1.83237 0.0 -0.2 0.1 0.37
O -2.09880 1.04490 0.77769 0.3 0.3 -0.2 -0.59
C 0.93764 -0.92100 -0.65743 0.1 0.0 0.1 -0.34
H 0.01282 0.64777 2.05943 -0.1 -0.2 -0.1 0.25
N 0.07004 0.39699 1.08140 -0.2 -0.2 0.0 -0.13
C -1.03304 0.71445 0.29995 -0.1 0.1 0.1 0.35
H 1.54906 -1.04705 1.40792 0.1 0.1 -0.2 0.38
C 0.93883 -0.57528 0.64864 0.0 0.0 -0.1 -0.13
C -0.71506 0.58339 -1.13646 0.0 -0.1 -0.1 -0.02
N 0.18593 -0.22250 -1.58558 -0.2 0.1 0.3 -0.51
```
Positions in Å, forces in eV/Å.

Computed properties:
LUMO ... 0.28 eV
2S+1 ... 1

---

Electronic energy in Ha, matching the order above: -1452.23156 -866.00543 -381.45505 -441.80400 -2288.34835 -339.56528
Relative energy (zero: lowest compared OMol25 entry of this formula, charge and spin) in eV, matching the order above: 5.666 3.351 1.629 2.119 0.000 0.446